Here is a 3-piece molecular cluster, C9H19BO8 overall from OMol25. Energies are from ωB97M-V with the def2-TZVPD basis set.

```
37
Properties=species:S:1:pos:R:3:nbo_charge:R:1
H -2.01446 4.77443 0.86186 0.22
H -3.21695 -2.27842 -1.09071 0.19
H -0.55340 5.22554 -0.41465 0.18
O -1.13560 -3.04483 0.37275 -0.65
H -2.99513 3.41324 1.46036 0.25
H 5.99441 -2.28526 -1.53535 0.19
O 3.34365 0.27154 -1.19644 -0.65
C -2.09007 -3.21141 1.08804 0.98
O 2.04715 -1.43145 -0.47262 -0.49
H 0.12378 -1.07776 0.05525 0.22
H -4.36089 -1.30525 -0.13144 0.20
C -0.10565 4.36560 -0.91797 -0.42
C -2.64337 3.93573 0.56892 -0.74
C -3.36326 -1.73167 -0.16115 -0.26
H 1.07002 3.87191 1.11045 -0.10
C -0.91284 -4.72062 2.40027 -0.26
H 1.23247 0.27589 0.38834 0.18
H 5.78500 -0.66168 -0.83276 0.19
C 5.36047 -1.40416 -1.50600 -0.25
H -0.10211 -4.02110 2.59481 0.19
C 3.17260 -0.88941 -0.92433 0.98
H -0.65234 -5.35429 1.55477 0.19
H -2.62602 -0.93560 -0.07967 0.21
H -3.50976 4.34097 0.03201 0.25
O -3.27414 -2.61954 0.96085 -0.49
O -2.31215 1.77342 -0.36086 -0.57
H 1.70316 2.82209 -0.58051 -0.07
B 1.00798 3.62450 -0.05357 0.48
H 0.71087 -0.05547 -1.28118 0.19
H 0.29851 4.72562 -1.87082 0.22
C -1.98590 2.93192 -0.34528 0.80
H -1.09795 -5.33015 3.27952 0.19
O -1.08639 3.36176 -1.26734 -0.50
H 5.26573 -0.97972 -2.50377 0.19
C 0.96510 -0.50444 -0.32288 -0.26
O -2.13376 -4.01948 2.14739 -0.49
O 4.09126 -1.85245 -1.02631 -0.50
```

Output
HOMO level, Eh: -0.387
E_tot, Ha: -981.06374
Orbital gap, eV: 10.26
SMILES: BCOC(C)=O.COC(=O)OC.COC(=O)OC
Energy above the lowest of the compared OMol25 structures with the same formula, charge and spin, kJ/mol: 5.9